C13H13NO4 | wB97M-V/def2-TZVPD

Summary:
spin multiplicity: 1
Kohn-Sham gap: 0.30759 Ha
ΔE to the lowest compared entry with this formula, charge and spin: 719.43 kJ/mol
maximum force: 0.1087 Eh/bohr
SMILES: CC(=O)OCCCc1ccc2c(c1)C(=O)NC2=O
highest occupied orbital energy: -9.41 eV
electronic energy: -23366.016 eV

Bonds (Å) are listed after each position.
Positions of all 31 atoms, in Å:
1 C 4.68 -1.54 0.10  C2 1.594, H19 1.155, H20 1.156, H21 1.140
2 C 4.68 0.04 -0.08  C1 1.594, O3 1.265, O4 1.423
3 O 5.57 0.69 0.55  C2 1.265
4 O 3.79 0.78 -0.91  C2 1.423, C5 1.476
5 C 2.80 1.52 -0.10  O4 1.476, C6 1.606, H22 1.142, H23 1.148
6 C 1.36 0.98 -0.54  C5 1.606, C7 1.621, H24 1.143, H25 1.157
7 C 0.17 2.07 -0.38  C6 1.621, C8 1.624, H26 1.139, H27 1.156
8 C -1.14 1.22 0.09  C7 1.624, C9 1.555, C13 1.575
9 C -1.84 1.41 1.46  C8 1.555, C10 1.575, H28 1.141
10 C -3.09 0.51 1.78  C9 1.575, C11 1.539, H29 1.137
11 C -3.49 -0.52 0.71  C10 1.539, C12 1.556, C17 1.593
12 C -2.81 -0.79 -0.67  C11 1.556, C13 1.544, C14 1.589
13 C -1.61 0.14 -0.96  C8 1.575, C12 1.544, H30 1.144
14 C -3.47 -1.97 -1.50  C12 1.589, O15 1.245, N16 1.484
15 O -3.06 -2.45 -2.58  C14 1.245
16 N -4.63 -2.34 -0.65  C14 1.484, C17 1.495, H31 1.044
17 C -4.66 -1.59 0.64  C11 1.593, N16 1.495, O18 1.257
18 O -5.48 -1.74 1.59  C17 1.257
19 H 5.79 -1.86 0.13  C1 1.155
20 H 4.26 -1.87 1.12  C1 1.156
21 H 4.16 -2.12 -0.73  C1 1.140
22 H 2.92 2.65 -0.18  C5 1.142
23 H 2.96 1.20 0.99  C5 1.148
24 H 1.32 0.57 -1.61  C6 1.143
25 H 1.10 0.12 0.19  C6 1.157
26 H 0.41 2.93 0.32  C7 1.139
27 H -0.11 2.46 -1.44  C7 1.156
28 H -1.46 2.18 2.21  C9 1.141
29 H -3.68 0.58 2.75  C10 1.137
30 H -1.07 0.02 -1.95  C13 1.144
31 H -4.35 -3.31 -0.37  N16 1.044

---

C13H13NO4S2 | wB97M-V/def2-TZVPD

Summary:
spin multiplicity: 1
Kohn-Sham gap: 0.33977 Ha
maximum force: 0.0183 Eh/bohr
SMILES: COC(=O)c1cccc(NS(=O)(=O)c2cccs2)c1C
highest occupied orbital energy: -9.09 eV
electronic energy: -45041.981 eV

Bonds (Å) are listed after each position.
Positions of all 33 atoms, in Å:
1 C -4.44 -0.89 0.79  H2 1.092, H3 1.092, H4 1.087, O5 1.419
2 H -5.03 -0.04 1.15  C1 1.092
3 H -4.13 -1.49 1.64  C1 1.092
4 H -5.02 -1.48 0.09  C1 1.087
5 O -3.30 -0.43 0.07  C1 1.419, C6 1.346
6 C -2.43 0.31 0.78  O5 1.346, O7 1.205, C8 1.486
7 O -2.59 0.56 1.95  C6 1.205
8 C -1.28 0.74 -0.05  C6 1.486, C9 1.394, C13 1.403
9 C -1.45 0.78 -1.44  C8 1.394, C10 1.379, H33 1.078
10 C -0.42 1.21 -2.26  C9 1.379, C11 1.382, H32 1.079
11 C 0.80 1.54 -1.70  C10 1.382, C12 1.391, H31 1.081
12 C 0.99 1.48 -0.32  C11 1.391, C13 1.401, N18 1.408
13 C -0.06 1.12 0.53  C8 1.403, C12 1.401, C14 1.493
14 C 0.12 1.16 2.01  C13 1.493, H15 1.089, H16 1.084, H17 1.088
15 H -0.50 1.96 2.42  C14 1.089
16 H 1.15 1.34 2.28  C14 1.084
17 H -0.23 0.24 2.48  C14 1.088
18 N 2.26 1.77 0.21  C12 1.408, S19 1.697, H30 1.011
19 S 3.20 0.47 0.78  N18 1.697, O20 1.427, O21 1.432, C22 1.770
20 O 3.15 0.42 2.20  S19 1.427
21 O 4.47 0.62 0.14  S19 1.432
22 C 2.37 -0.95 0.13  S19 1.770, C23 1.362, S26 1.714
23 C 2.39 -1.39 -1.17  C22 1.362, C24 1.410, H29 1.074
24 C 1.56 -2.51 -1.36  C23 1.410, C25 1.361, H28 1.074
25 C 0.93 -2.89 -0.22  C24 1.361, S26 1.718, H27 1.072
26 S 1.34 -1.89 1.12  C22 1.714, C25 1.718
27 H 0.25 -3.70 -0.08  C25 1.072
28 H 1.44 -3.01 -2.31  C24 1.074
29 H 2.99 -0.92 -1.93  C23 1.074
30 H 2.84 2.27 -0.45  N18 1.011
31 H 1.61 1.86 -2.33  C11 1.081
32 H -0.57 1.26 -3.32  C10 1.079
33 H -2.40 0.49 -1.86  C9 1.078

---

C13H13NO5S | wB97M-V/def2-TZVPD

Summary:
spin multiplicity: 1
Kohn-Sham gap: 0.33260 Ha
ΔE to the lowest compared entry with this formula, charge and spin: 0.00 kJ/mol
maximum force: 0.0146 Eh/bohr
SMILES: COc1ccc(N2C(=O)C[C@@H](SCC(=O)O)C2=O)cc1
highest occupied orbital energy: -8.51 eV
electronic energy: -36255.902 eV

Bonds (Å) are listed after each position.
Positions of all 33 atoms, in Å:
1 C 0.75 5.45 -2.11  H2 1.089, O3 1.408, H32 1.095, H33 1.095
2 H 1.22 6.40 -2.34  C1 1.089
3 O 1.60 4.80 -1.19  C1 1.408, C4 1.358
4 C 1.26 3.58 -0.73  O3 1.358, C5 1.391, C9 1.397
5 C 0.10 2.88 -1.08  C4 1.391, C6 1.384, H31 1.078
6 C -0.15 1.64 -0.54  C5 1.384, C7 1.385, H30 1.078
7 C 0.74 1.07 0.35  C6 1.385, C8 1.390, N12 1.421
8 C 1.90 1.75 0.71  C7 1.390, C9 1.377, H11 1.078
9 C 2.15 3.00 0.18  C4 1.397, C8 1.377, H10 1.078
10 H 3.04 3.55 0.45  C9 1.078
11 H 2.59 1.31 1.41  C8 1.078
12 N 0.48 -0.22 0.90  C7 1.421, C13 1.379, C17 1.387
13 C 0.07 -1.29 0.13  N12 1.379, O14 1.204, C15 1.514
14 O -0.06 -1.28 -1.07  C13 1.204
15 C -0.22 -2.44 1.06  C13 1.514, C16 1.517, H21 1.091, S22 1.846
16 C 0.26 -1.98 2.43  C15 1.517, C17 1.517, H19 1.091, H20 1.091
17 C 0.61 -0.52 2.25  N12 1.387, C16 1.517, O18 1.199
18 O 0.95 0.26 3.10  C17 1.199
19 H -0.49 -2.09 3.21  C16 1.091
20 H 1.16 -2.52 2.75  C16 1.091
21 H 0.21 -3.38 0.71  C15 1.091
22 S -2.05 -2.67 1.05  C15 1.846, C23 1.826
23 C -2.24 -3.45 -0.58  S22 1.826, C24 1.504, H28 1.087, H29 1.090
24 C -1.77 -4.87 -0.47  C23 1.504, O25 1.203, O26 1.333
25 O -0.63 -5.21 -0.33  C24 1.203
26 O -2.79 -5.73 -0.49  C24 1.333, H27 0.971
27 H -2.48 -6.64 -0.37  O26 0.971
28 H -3.30 -3.41 -0.83  C23 1.087
29 H -1.64 -2.88 -1.29  C23 1.090
30 H -1.05 1.11 -0.81  C6 1.078
31 H -0.61 3.30 -1.77  C5 1.078
32 H 0.63 4.86 -3.03  C1 1.095
33 H -0.24 5.63 -1.67  C1 1.095